DFT (wB97M-V/def2-TZVPD) results for a 2-piece molecular cluster, CH3O3 overall at a distorted geometry.

Computed properties:
- total charge = -1
- Kohn-Sham gap (eV) = 8.8
- spin multiplicity = 1

The geometry in XYZ format:
```
7
Properties=species:S:1:pos:R:3:forces:R:3
O -0.046933 0.950215 -2.206599 -0.2 -0.2 -0.2
H -0.149069 0.476623 -1.358330 -0.3 0.1 0.3
O 1.100060 -0.327032 1.143389 0.8 0.0 0.2
C -0.088095 -0.647755 1.118935 -1.1 0.0 -0.6
O -1.009983 -0.172180 0.400936 0.2 -0.1 0.0
H -0.431681 -1.491950 1.785327 0.2 0.1 0.1
H 0.827089 1.329892 -2.167599 0.3 0.1 0.1
```
Positions in Å, forces in eV/Å.

***

DFT (wB97M-V/def2-TZVPD) results for one molecule with the formula CH3O4P at a distorted geometry.

Computed properties:
- total charge = 0
- Kohn-Sham gap (eV) = 10.8
- spin multiplicity = 1

The geometry in XYZ format:
```
9
Properties=species:S:1:pos:R:3:forces:R:3
C 0.109834 0.031385 -0.025335 2.5 2.1 1.5
O 2.209482 1.939494 -0.073218 -0.3 2.0 -0.1
O 2.904052 -1.317402 0.055349 1.0 -3.2 1.3
O 2.644307 -0.404751 1.099185 -0.8 1.6 0.3
O 2.655274 -0.513865 -1.020596 -0.7 2.3 -1.9
P 1.852005 0.562382 -0.030707 0.5 -4.4 0.2
H -0.259218 0.730015 -0.691913 -1.5 0.9 -1.9
H -0.244186 -0.955686 -0.035923 0.1 -1.3 -0.3
H -0.101875 0.528989 0.901373 -0.8 -0.1 1.0
```
Positions in Å, forces in eV/Å.

***

DFT (wB97M-V/def2-TZVPD) results for one molecule with the formula CH3O4P at a distorted geometry.

Computed properties:
- total charge = 0
- Kohn-Sham gap (eV) = 8.1
- spin multiplicity = 1

The geometry in XYZ format:
```
9
Properties=species:S:1:pos:R:3:forces:R:3
C 0.188141 0.017484 -0.514357 3.0 -2.5 -2.2
O -0.643010 1.099593 -0.866612 -0.1 -1.7 0.0
O -0.339518 -2.077926 2.471176 -0.9 -1.3 1.8
O 0.085588 2.109236 -1.505611 1.0 1.6 -0.8
O -0.390180 -0.641342 0.547653 -0.1 -0.4 0.2
P 0.615079 -1.454940 1.610423 0.1 1.3 -1.5
H 1.302682 0.174789 -0.207880 -1.9 1.1 -1.1
H -0.982446 1.318470 -0.027472 -1.3 1.8 2.0
H 0.163663 -0.545363 -1.507321 0.3 0.2 1.5
```
Positions in Å, forces in eV/Å.

***

DFT (wB97M-V/def2-TZVPD) results for one molecule with the formula CH3O4P at a distorted geometry.

Computed properties:
- total charge = 0
- Kohn-Sham gap (eV) = 10.2
- spin multiplicity = 1

The geometry in XYZ format:
```
9
Properties=species:S:1:pos:R:3:forces:R:3
C -1.402661 -1.107720 -0.218019 -3.0 -0.6 2.7
O -0.852740 0.063734 -0.124038 1.4 1.1 -0.6
O 1.388545 1.333744 -0.556848 -0.3 0.8 0.1
O 1.409323 -0.982317 0.382354 0.9 0.4 0.5
O -0.952465 -2.023067 -0.817027 0.7 -1.6 -1.3
P 0.807739 -0.142200 -0.890485 -0.2 -0.2 1.7
H -2.358092 -1.296024 0.464560 1.5 0.9 -1.3
H 1.053715 2.113157 -1.053204 0.2 -1.0 0.3
H 1.851149 -0.726788 1.254166 -1.1 0.2 -2.1
```
Positions in Å, forces in eV/Å.

***

DFT (wB97M-V/def2-TZVPD) results for an isolated ion of composition CH3O4P2 and charge -1 at a distorted geometry.

Computed properties:
- total charge = -1
- Kohn-Sham gap (eV) = 7.7
- spin multiplicity = 1

The geometry in XYZ format:
```
10
Properties=species:S:1:pos:R:3:forces:R:3
C -1.623300 0.835661 -0.418500 0.8 -1.5 1.5
O -0.986166 1.806286 -0.160806 1.6 1.7 0.2
O -2.713892 0.537288 -0.772720 -2.5 -0.7 -1.5
O 1.678304 0.147515 -1.156119 -1.5 0.3 1.0
O 0.494972 -0.148407 1.551118 -0.7 -1.3 -1.3
P 0.830823 -1.298449 -1.135917 1.3 -0.6 1.4
P -0.738038 -0.994609 0.355912 1.6 2.0 1.4
H 1.209483 0.654629 -0.426066 1.0 -0.2 -0.8
H 0.154579 0.451071 2.227141 -0.6 -0.2 -0.5
H 1.693236 -1.990985 -0.064043 -0.9 0.6 -1.2
```
Positions in Å, forces in eV/Å.

***

DFT (wB97M-V/def2-TZVPD) results for CH3O4S as an isolated structure at a distorted geometry.

Computed properties:
- total charge = -1
- Kohn-Sham gap (spin up / spin down) (eV) = 6.6 / 6.6
- spin multiplicity = 1

The geometry in XYZ format:
```
9
Properties=species:S:1:pos:R:3:forces:R:3
C -0.413634 -1.165003 1.071813 -0.2 2.3 0.1
O -1.766452 1.056919 0.686854 1.6 -0.2 -1.0
O -1.268351 -0.410164 -1.275333 0.5 0.6 -0.1
O 0.922983 1.234028 -0.805112 -0.7 0.1 -0.5
O 2.361488 1.179382 -0.710490 0.3 -0.2 0.8
S -0.883082 0.086136 0.032007 -1.0 -1.8 2.1
H 0.163414 -1.904253 0.580032 0.5 -0.6 -0.5
H 0.007726 -0.774107 2.017306 -0.4 -0.2 -0.6
H 0.875906 0.697063 -1.597077 -0.6 0.0 -0.3
```
Positions in Å, forces in eV/Å.

***

DFT (wB97M-V/def2-TZVPD) results for an isolated ion of composition CH3O4S and charge -1 at a distorted geometry.

Computed properties:
- total charge = -1
- Kohn-Sham gap (eV) = 7.2
- spin multiplicity = 1

The geometry in XYZ format:
```
9
Properties=species:S:1:pos:R:3:forces:R:3
C 0.604664 -0.245814 0.319761 -0.5 -2.2 2.1
O -1.412788 1.286128 -0.512308 2.2 0.2 0.1
O -2.206756 -0.691796 0.861264 -0.4 -0.2 0.7
O 1.313662 -1.090025 -0.602060 2.2 2.1 -2.7
O 0.898803 0.983409 0.493520 0.0 0.2 -1.1
S -1.413059 -0.325064 -0.322190 1.5 0.7 -0.2
H 0.679768 -0.974105 1.300574 -0.9 1.6 -1.8
H 1.878397 -0.513922 -1.291722 -2.1 -1.5 2.4
H -0.342694 1.571186 -0.246841 -1.9 -1.0 0.3
```
Positions in Å, forces in eV/Å.

***

DFT (wB97M-V/def2-TZVPD) results for one molecule with the formula CH3PS at a distorted geometry.

Computed properties:
- total charge = 0
- Kohn-Sham gap (eV) = 8.8
- spin multiplicity = 1

The geometry in XYZ format:
```
6
Properties=species:S:1:pos:R:3:forces:R:3
C 0.016221 0.196663 -0.445333 2.4 0.6 -0.1
P 0.974125 -1.227389 -0.077785 0.0 -0.4 1.5
S 2.152836 0.595885 -0.023756 -3.1 -0.8 -0.2
H -0.201178 0.593341 -1.390618 0.7 -0.2 -1.9
H -0.745356 0.651334 0.092331 -0.7 0.6 2.3
H 0.490978 -1.364277 1.369835 0.7 0.3 -1.6
```
Positions in Å, forces in eV/Å.

***

DFT (wB97M-V/def2-TZVPD) results for one molecule with the formula CH3PS at a distorted geometry.

Computed properties:
- total charge = 0
- Kohn-Sham gap (eV) = 8.0
- spin multiplicity = 1

The geometry in XYZ format:
```
6
Properties=species:S:1:pos:R:3:forces:R:3
C -0.402794 0.431052 0.531543 -0.4 2.2 -0.5
P 0.881706 -0.586296 -0.214377 0.9 1.5 -0.1
S -0.698760 2.052356 0.138088 0.4 -2.8 0.8
H -0.909521 -0.066780 1.389584 0.2 0.5 -0.6
H 0.951334 -0.080163 -1.577816 -0.4 -0.6 0.9
H 0.178034 -1.750169 -0.267023 -0.6 -1.0 -0.5
```
Positions in Å, forces in eV/Å.

***

DFT (wB97M-V/def2-TZVPD) results for a 2-piece molecular cluster, CH3PS overall at a distorted geometry.

Computed properties:
- total charge = 0
- Kohn-Sham gap (eV) = 10.0
- spin multiplicity = 1

The geometry in XYZ format:
```
6
Properties=species:S:1:pos:R:3:forces:R:3
C 1.099906 -1.213422 2.020995 -2.1 2.8 -0.6
P 0.075211 -0.072703 1.749123 1.1 -1.6 0.3
S -1.002329 1.001494 -2.690937 0.1 0.0 1.3
H -0.284523 0.649341 -1.597021 0.4 -0.2 -0.7
H -1.828101 1.417763 -1.712005 -0.5 0.2 -0.6
H 1.939837 -1.782473 2.229844 1.0 -1.2 0.3
```
Positions in Å, forces in eV/Å.

***

DFT (wB97M-V/def2-TZVPD) results for CH3PS as an isolated structure at a distorted geometry.

Computed properties:
- total charge = 0
- Kohn-Sham gap (spin up / spin down) (eV) = 6.7 / 7.6
- ⟨S²⟩ = 2.028
- spin multiplicity = 3

The geometry in XYZ format:
```
6
Properties=species:S:1:pos:R:3:forces:R:3
C 0.748664 0.142683 0.843375 -1.5 0.6 0.0
P -0.787359 0.613515 -0.944503 2.0 -2.4 -0.1
S 1.411791 -1.288392 1.137914 -0.2 -0.7 -0.5
H 1.351411 1.011905 1.047320 -0.2 0.7 -0.6
H -2.147383 0.356933 -0.630216 0.2 -0.2 0.7
H -0.577125 -0.836644 -1.453890 -0.4 2.1 0.5
```
Positions in Å, forces in eV/Å.

***

DFT (wB97M-V/def2-TZVPD) results for a 20-piece molecular cluster, CH43NO19 overall at a distorted geometry.

Computed properties:
- total charge = 0
- Kohn-Sham gap (eV) = 9.9
- spin multiplicity = 1

The geometry in XYZ format:
```
64
Properties=species:S:1:pos:R:3:forces:R:3
C -0.519888 0.131571 -0.417501 -1.3 2.2 -1.1
N -1.332374 -0.947340 -0.952601 0.6 -1.8 0.1
H 0.455345 -0.204164 -0.176546 0.8 -0.6 1.0
H -1.088206 0.592486 0.445094 1.4 -0.6 -1.1
H -0.303550 0.874698 -1.253099 -0.6 -0.5 1.4
H -2.307407 -0.790621 -0.980466 -1.2 0.9 0.2
H -1.125600 -1.192958 -1.923574 0.0 0.4 0.6
H 2.294023 3.067397 -3.222554 4.7 5.2 -2.6
H 2.084812 2.093143 -2.113107 2.2 -1.7 4.1
O 1.798768 2.452351 -2.885476 -6.7 -3.6 -1.7
H -2.654854 3.641195 -0.651741 -0.9 0.9 0.6
H -1.468403 3.122963 -1.253625 1.6 0.1 -0.5
O -2.337351 2.828351 -1.010973 -1.2 -1.1 0.4
H -1.488532 2.458822 2.672164 0.4 0.2 1.3
H -0.924130 3.035136 4.066694 -1.8 4.1 5.5
O -0.752670 2.554542 3.371916 2.0 -4.1 -6.2
H 3.272752 1.848221 -0.043747 2.4 1.9 3.0
H 2.863224 0.462017 -0.522162 0.1 0.2 0.1
O 2.751300 1.435709 -0.645122 -2.6 -2.3 -2.9
H -1.108662 -3.496786 1.527095 0.4 1.0 -0.2
H -1.015612 -2.485745 0.272156 2.0 -0.3 2.7
O -0.485241 -2.816881 1.171248 -2.3 -0.3 -2.8
H 0.381571 3.370744 -2.222137 -0.4 0.6 -0.3
H -0.949073 4.082465 -2.694707 0.4 -0.1 -0.2
O -0.279233 4.074913 -1.998887 0.3 -0.2 0.0
H 3.128766 1.441752 3.183165 0.6 -0.5 0.1
H 2.331917 2.462507 2.548460 -1.4 1.1 -0.3
O 3.173552 2.062250 2.453578 0.8 -0.5 0.0
H 2.953772 -1.613648 -1.225009 1.2 1.7 1.9
H 3.029618 -1.916127 0.257933 0.5 1.0 -0.3
O 3.405554 -1.224209 -0.365292 -1.6 -2.4 -2.2
H 0.570886 1.021613 -3.762321 -2.1 -0.4 0.8
H -0.712395 0.038166 -3.840516 0.2 -0.3 -0.4
O -0.312768 0.745587 -3.345444 1.9 1.5 -0.6
H 0.206815 -0.262275 4.279982 -0.5 -2.3 9.7
H 0.177794 0.832608 3.250724 -0.7 8.2 -0.9
O 0.246919 0.014032 3.493464 1.3 -5.8 -8.7
H -4.444652 1.401230 -0.905780 -0.2 -0.5 -0.3
H -4.169175 1.247837 0.463005 1.9 2.1 3.8
O -4.575279 0.773027 -0.178592 -1.7 -1.7 -3.5
H 1.660695 -1.896386 2.102372 0.0 0.1 0.1
H 1.278570 -2.961308 1.141897 -1.0 -0.4 -0.3
O 2.050181 -2.546498 1.508563 1.2 0.2 0.7
H -0.841156 -4.075360 -0.616737 -1.8 0.9 2.7
H 0.072914 -4.822612 -1.274261 0.3 0.3 -1.2
O -0.514077 -4.068131 -1.473257 1.6 -1.3 -1.8
H 4.641135 -0.061635 1.216423 0.6 -1.0 1.4
H 3.718247 -1.031653 1.639301 -1.7 -1.2 0.0
O 4.562157 -0.765773 1.926447 1.5 2.3 -0.7
H -2.614786 0.885286 1.811644 0.7 1.6 0.2
H -2.080449 2.009506 0.821198 -0.4 0.3 0.0
O -2.461585 1.900357 1.713563 -1.0 -1.5 -0.8
H -3.142742 -2.197935 2.081623 0.0 -2.3 -1.7
H -3.069134 -2.299804 0.553307 -0.5 -1.7 1.3
O -3.142571 -2.941078 1.339891 -0.4 3.5 0.2
H 1.721640 -0.681929 -2.959609 0.7 4.2 -4.3
H 0.688479 -1.132771 -2.005930 2.8 -0.5 -0.8
O 1.643292 -1.302688 -2.346210 -3.2 -3.8 4.8
H -1.795621 -1.132098 1.478673 1.0 -0.5 -0.7
H -1.190624 -0.365281 2.756194 -1.9 -1.1 -1.2
O -2.075025 -0.669958 2.252158 1.0 1.7 2.3
H -1.324550 -2.148259 -4.234102 -1.1 -0.4 -1.4
H -0.659488 -2.602644 -3.040355 0.8 -3.2 2.2
O -0.771953 -1.852883 -3.540800 -0.1 2.4 -1.6
```
Positions in Å, forces in eV/Å.

***

Calculated energy, -265.6913; -682.0709; -682.0427; -682.2665; -1023.6428; -738.8841; -739.0619; -779.3722; -779.3773; -779.3517; -779.2582; -1548.0636 a.u. (same order as the records).